Entry 1:
C5H12N2O | ωB97M-V/def2-TZVPD

Bonds (Å) are listed after each position.
CARTESIAN COORDINATES (ANGSTROEM)
1 C 2.439 -0.107 0.354  C2 1.342, C5 1.491, H9 1.084
2 C 1.500 -0.990 0.727  C1 1.342, H10 1.078, H11 1.080
3 C -2.609 0.454 0.026  N6 1.443, H14 1.092, H15 1.092, H16 1.096
4 C -1.495 -1.454 -1.066  N6 1.437, H12 1.094, H13 1.095, H17 1.089
5 C 2.495 1.319 0.790  C1 1.491, H18 1.095, H19 1.089, H20 1.090
6 N -1.389 -0.180 -0.410  C3 1.443, C4 1.437, N7 1.445
7 N -0.280 0.637 -0.847  N6 1.445, O8 1.209
8 O -0.382 1.831 -0.683  N7 1.209
9 H 3.353 -0.467 -0.105  C1 1.084
10 H 0.648 -0.695 1.318  C2 1.078
11 H 1.635 -2.044 0.533  C2 1.080
12 H -2.040 -2.165 -0.438  C4 1.094
13 H -2.067 -1.367 -1.997  C4 1.095
14 H -3.413 0.346 -0.706  C3 1.092
15 H -2.932 0.072 0.996  C3 1.092
16 H -2.438 1.534 0.096  C3 1.096
17 H -0.492 -1.836 -1.248  C4 1.089
18 H 2.577 1.980 -0.079  C5 1.095
19 H 1.562 1.596 1.278  C5 1.089
20 H 3.327 1.535 1.460  C5 1.090

Output
Kohn-Sham gap in Ha: 0.35148
ΔE to the lowest compared entry with this formula, charge and spin in kcal per mole: 105.5
SMILES: CN(C)N=O.C=CC
Total charge: 0
Max |F| in eV/A: 2.43
HOMO energy in eV: -8.84

These are the natural (NBO) partial charges, in e, on atoms 1 to 4: C -0.152; C -0.415; C -0.460; C -0.419



Entry 2:
C5H17N2O | ωB97M-V/def2-TZVPD

Bonds (Å) are listed after each position.
CARTESIAN COORDINATES (ANGSTROEM)
1 N -1.336 -0.370 -0.674  C2 1.574, H8 1.106, H9 0.908, H10 1.008
2 C 0.087 -0.381 -0.001  N1 1.574, C3 1.554, C6 1.620, H11 1.041
3 C 1.025 0.670 -0.658  C2 1.554, C4 1.631, C5 1.578, H12 1.096
4 C 0.573 2.224 -0.454  C3 1.631, H13 1.159, H14 1.131, H15 1.115
5 C 2.465 0.358 -0.093  C3 1.578, H16 1.115, H17 1.190, H18 1.006
6 C -0.257 -0.148 1.565  C2 1.620, N7 1.503, H19 1.140, H20 1.081
7 N -1.714 0.030 1.893  C6 1.503, H21 1.071, H22 1.094
8 H -2.057 -0.046 0.099  N1 1.106
9 H -1.613 -1.214 -0.867  N1 0.908
10 H -1.435 0.272 -1.444  N1 1.008
11 H 0.509 -1.325 -0.121  C2 1.041
12 H 0.967 0.558 -1.746  C3 1.096
13 H -0.580 2.276 -0.567  C4 1.159
14 H 1.246 2.603 -1.280  C4 1.131
15 H 0.722 2.508 0.613  C4 1.115
16 H 2.442 -0.231 0.853  C5 1.115
17 H 3.053 1.390 -0.009  C5 1.190
18 H 3.087 -0.038 -0.777  C5 1.006
19 H 0.227 0.869 1.741  C6 1.140
20 H 0.186 -0.858 2.249  C6 1.081
21 H -2.271 -0.785 2.309  N7 1.071
22 H -1.715 0.935 2.508  N7 1.094
23 H -1.330 -2.861 -2.399  O25 0.879
24 H -1.211 -3.703 -1.172  O25 1.057
25 O -1.071 -2.734 -1.569  H23 0.879, H24 1.057

Output
Kohn-Sham gap in Ha: 0.40727
ΔE to the lowest compared entry with this formula, charge and spin in kcal per mole: 63.9
Total charge: +1
Max |F| in eV/A: 7.96
HOMO energy in eV: -13.99

These are the natural (NBO) partial charges, in e, on atoms 1 to 4: N -0.705; C -0.032; C -0.226; C -0.625



- Which formula does entry 2 have?
  C5H17N2O